Formula: C3H3Cl2O2
Source: OMol25
Level of theory: wB97M-V/def2-TZVPD

As for the strongest force on any atom: 0.0773 Eh/bohr. Its spin multiplicity is 1. As for the HOMO-LUMO gap: 7.7 eV. Its HOMO energy is -4.505 eV. The relative energy (zero: lowest compared OMol25 entry of this formula, charge and spin) comes out at 191.3 kJ/mol. As for the charge: -1.

Each line ends with the Löwdin charge.
Positions of all 10 atoms, in Å:
C: -1.52426 0.27031 0.71676  -1.111
Cl: -1.94183 -1.38238 0.29539  0.467
H: 0.34284 1.67169 0.09981  0.052
H: 0.55559 0.35684 -0.90720  0.021
O: 2.60040 -0.43290 -0.08922  -0.098
H: -1.56399 0.53664 1.80451  0.032
C: 0.47970 0.58582 0.09170  0.018
Cl: -2.60306 1.40996 -0.03336  0.458
C: 1.70776 -0.14233 0.76330  -0.794
O: 1.74362 -0.21921 1.97147  -0.046